Record 1
{"formula": "C6H9N", "method": "ωB97M-V/def2-TZVPD", "smiles": "C=CN[C@H]1CC1=C", "relative_energy_kj_mol": 594.8, "energy_ev": -7851.99526, "elements": ["N", "C", "C", "C", "C", "C", "C", "H", "H", "H", "H", "H", "H", "H", "H", "H"], "positions_angstrom": [[-0.195, -1.215, 0.531], [0.651, 0.867, -0.311], [1.701, -0.112, -0.700], [-2.503, -1.072, -0.271], [0.880, 2.144, 0.065], [-1.421, -0.516, 0.306], [0.955, -0.333, 0.540], [-1.576, 0.333, 0.969], [1.401, -0.156, 1.514], [2.728, 0.217, -0.610], [-0.122, -2.097, 0.032], [1.472, -0.697, -1.583], [0.260, 2.941, -0.331], [-2.431, -1.982, -0.856], [-3.502, -0.735, -0.017], [1.703, 2.411, 0.722]]}



Record 2
{"formula": "C6H9N", "method": "ωB97M-V/def2-TZVPD", "relative_energy_kj_mol": 590.4, "energy_ev": -7852.04088, "elements": ["N", "C", "C", "C", "C", "C", "C", "H", "H", "H", "H", "H", "H", "H", "H", "H"], "positions_angstrom": [[1.879, -0.838, -0.099], [0.343, 0.697, 0.382], [-0.940, -1.287, 0.021], [1.724, 0.643, -0.175], [0.450, -0.672, -0.266], [-1.779, -0.023, -0.060], [-1.196, 1.075, -0.089], [0.169, 0.625, 1.462], [-2.911, -0.091, -0.222], [2.374, 1.236, 0.468], [0.455, -0.312, -1.282], [1.889, 1.169, -1.104], [-1.342, -1.545, 1.182], [2.057, -0.814, 1.018], [-1.373, -1.871, -0.709], [-1.799, 2.009, -0.527]]}



Record 3
{"formula": "C6H9N", "method": "ωB97M-V/def2-TZVPD", "relative_energy_kj_mol": 674.2, "energy_ev": -7851.17214, "elements": ["N", "C", "C", "C", "C", "C", "C", "H", "H", "H", "H", "H", "H", "H", "H", "H"], "positions_angstrom": [[1.528, -1.215, -1.521], [-0.798, 1.690, -1.155], [0.913, -0.163, -0.908], [-0.376, 0.536, 1.066], [0.094, -1.331, -1.194], [-0.360, 0.011, 2.442], [-0.805, 1.251, 0.136], [1.260, 0.779, -0.556], [0.585, 0.244, 2.946], [-0.472, -1.080, 2.451], [-0.204, -1.967, -0.361], [-0.336, 2.641, -1.410], [-1.174, 0.431, 3.046], [-0.562, -1.369, -2.061], [2.238, -1.772, -1.056], [-1.531, 1.314, -1.865]]}



Record 4
{"formula": "C6H9N", "method": "ωB97M-V/def2-TZVPD", "smiles": "C1[C@H]2N1CC21CC1", "relative_energy_kj_mol": 316.6, "energy_ev": -7854.87802, "elements": ["N", "C", "C", "C", "C", "C", "C", "H", "H", "H", "H", "H", "H", "H", "H", "H"], "positions_angstrom": [[-1.209, -0.609, 1.270], [1.414, 0.605, -0.622], [-0.759, 0.795, 0.992], [0.316, 0.953, -1.594], [-0.020, 0.357, -0.270], [-0.106, -1.582, 1.163], [-0.652, -0.999, -0.063], [-0.433, -2.584, 1.427], [2.070, -0.241, -0.818], [0.189, 0.277, -2.437], [0.121, 1.996, -1.825], [-1.292, -1.505, -0.781], [1.900, 1.442, -0.125], [-1.671, 1.357, 0.764], [0.920, -1.345, 1.449], [-0.210, 1.305, 1.795]]}



Record 5
{"formula": "C6H9N", "method": "ωB97M-V/def2-TZVPD", "smiles": "[H]/N=C(\\C)C=C=CC", "relative_energy_kj_mol": 193.6, "energy_ev": -7856.15330, "elements": ["N", "C", "C", "C", "C", "C", "C", "H", "H", "H", "H", "H", "H", "H", "H", "H"], "positions_angstrom": [[0.901, 1.411, 0.712], [-1.370, 2.100, 1.416], [-0.070, -1.092, -0.085], [-0.336, 1.146, 0.866], [-0.860, -0.179, 0.430], [0.786, -1.941, -0.580], [1.275, -1.942, -2.004], [-1.929, -0.364, 0.527], [2.354, -1.751, -2.013], [1.097, 2.360, 1.036], [-0.900, 3.009, 1.802], [-1.952, 1.635, 2.220], [1.230, -2.666, 0.102], [0.788, -1.162, -2.595], [1.108, -2.911, -2.488], [-2.076, 2.383, 0.625]]}



Record 6
{"formula": "C6H9N", "method": "ωB97M-V/def2-TZVPD", "smiles": "C[C@H]1C[C@H]1C1=NC1", "relative_energy_kj_mol": 296.0, "energy_ev": -7855.09190, "elements": ["N", "C", "C", "C", "C", "C", "C", "H", "H", "H", "H", "H", "H", "H", "H", "H"], "positions_angstrom": [[-1.838, 1.326, 1.285], [0.173, -0.133, -1.388], [-2.056, -0.034, 0.579], [0.112, 1.083, -0.482], [-1.007, 0.926, 0.435], [1.401, -0.789, 0.840], [1.250, 0.089, -0.383], [0.436, -1.045, 1.289], [1.908, -1.724, 0.584], [-2.795, -0.083, -0.223], [0.317, 0.019, -2.449], [1.989, -0.277, 1.609], [-1.870, -0.967, 1.111], [2.184, 0.464, -0.790], [-0.528, -0.930, -1.144], [0.324, 2.074, -0.872]]}



Record 7
{"formula": "C6H9N", "method": "ωB97M-V/def2-TZVPD", "relative_energy_kj_mol": 430.0, "energy_ev": -7853.70319, "elements": ["N", "C", "C", "C", "C", "C", "C", "H", "H", "H", "H", "H", "H", "H", "H", "H"], "positions_angstrom": [[-0.369, 0.354, -1.131], [-0.427, -0.879, 0.609], [0.584, 0.188, 0.018], [-1.168, 1.235, -0.200], [2.061, 0.035, 0.025], [-0.453, 0.604, 0.966], [-0.928, -0.997, -0.809], [-0.283, 0.925, 1.987], [1.778, -0.937, 0.452], [-0.383, -1.771, -1.366], [-0.463, -1.644, 1.399], [2.528, -0.118, -0.953], [-2.248, 1.089, -0.270], [2.649, 0.719, 0.658], [-1.997, -1.078, -1.022], [-0.882, 2.274, -0.362]]}



Record 8
{"formula": "C6H9N", "method": "ωB97M-V/def2-TZVPD", "relative_energy_kj_mol": 471.0, "energy_ev": -7853.27806, "elements": ["N", "C", "C", "C", "C", "C", "C", "H", "H", "H", "H", "H", "H", "H", "H", "H"], "positions_angstrom": [[-2.545, -1.618, 0.855], [-0.497, 0.250, -0.788], [0.359, 0.588, -2.015], [0.222, 0.078, 0.309], [0.240, -0.156, 1.665], [-1.570, -2.105, 1.158], [1.547, 0.187, 1.008], [-3.181, -1.129, 0.286], [-0.284, 0.544, 2.308], [1.359, 0.695, -1.628], [0.168, -0.195, -2.862], [-0.095, -1.125, 1.965], [-1.557, 0.129, -0.754], [2.235, -0.514, 0.687], [0.092, 1.476, -2.468], [1.743, 1.222, 0.866]]}



Record 9
{"formula": "C6H9N", "method": "ωB97M-V/def2-TZVPD", "relative_energy_kj_mol": 631.8, "energy_ev": -7851.61181, "elements": ["N", "C", "C", "C", "C", "C", "C", "H", "H", "H", "H", "H", "H", "H", "H", "H"], "positions_angstrom": [[-0.284, 2.757, -0.580], [0.180, 0.520, 0.480], [-1.295, 1.889, -1.181], [0.381, -2.046, 0.647], [0.547, -3.375, 1.048], [-0.055, -0.922, 0.263], [0.016, 1.347, -0.777], [-0.090, -3.829, 1.807], [-2.168, 1.700, -0.562], [0.698, 1.084, -1.586], [-0.548, 0.880, 1.218], [-1.510, 1.987, -2.243], [1.170, 0.719, 0.921], [1.352, -3.991, 0.658], [0.162, 3.335, -1.284], [1.443, -2.056, 1.171]]}



Record 10
{"formula": "C6H9N", "method": "ωB97M-V/def2-TZVPD", "relative_energy_kj_mol": 642.6, "energy_ev": -7851.49915, "elements": ["N", "C", "C", "C", "C", "C", "C", "H", "H", "H", "H", "H", "H", "H", "H", "H"], "positions_angstrom": [[-1.919, 0.936, 0.372], [-2.229, -0.136, -0.304], [0.219, 1.296, 0.762], [1.794, -0.506, -0.550], [-0.674, 0.601, -0.471], [1.050, -1.281, 0.529], [0.594, 0.059, 0.114], [0.621, 2.242, 0.409], [-0.613, 1.061, -1.458], [1.525, -1.382, 1.503], [2.769, -0.088, -0.302], [1.694, -0.851, -1.578], [-0.164, 1.293, 1.783], [-2.629, -0.106, -1.322], [0.461, -2.141, 0.215], [-2.497, -0.999, 0.298]]}



Record 11
{"formula": "C6H9N", "method": "ωB97M-V/def2-TZVPD", "smiles": "C1=C[C@@H]2C[C@H]1CN2", "relative_energy_kj_mol": 257.2, "energy_ev": -7855.49429, "elements": ["N", "C", "C", "C", "C", "C", "C", "H", "H", "H", "H", "H", "H", "H", "H", "H"], "positions_angstrom": [[1.239, -0.653, -0.345], [1.114, 0.841, -0.279], [-0.309, 0.960, 0.444], [-0.879, -0.704, -0.885], [-1.244, 0.560, -0.649], [-0.362, -0.298, 1.389], [-0.055, -1.233, 0.272], [0.202, -2.236, 0.632], [1.393, -0.921, -1.367], [-0.464, 1.936, 0.907], [-1.686, 1.191, -1.328], [1.913, 1.233, 0.392], [-1.070, -1.330, -1.804], [1.318, 1.244, -1.249], [-1.507, -0.405, 1.744], [0.397, -0.186, 2.127]]}



Record 12
{"formula": "C6H9N", "method": "ωB97M-V/def2-TZVPD", "smiles": "Cc1cc[nH]c1C", "relative_energy_kj_mol": 297.8, "energy_ev": -7855.07289, "elements": ["N", "C", "C", "C", "C", "C", "C", "H", "H", "H", "H", "H", "H", "H", "H", "H"], "positions_angstrom": [[0.695, -1.197, -0.258], [-0.543, -1.707, 0.059], [2.241, 0.632, 0.172], [-1.699, 1.214, -0.313], [-0.510, 0.523, 0.506], [-1.206, -0.710, 0.682], [0.800, 0.127, 0.084], [-2.193, -0.708, 1.111], [2.390, 1.447, 0.889], [-0.931, -2.611, -0.377], [-1.316, 1.609, -1.250], [2.661, 0.945, -0.791], [1.454, -1.765, -0.593], [-2.320, 1.936, 0.216], [-2.422, 0.445, -0.671], [2.899, -0.181, 0.533]]}